Record 1
2 unconnected molecules or ions with the total composition C24H46BFN3O7 at a distorted geometry. Source: the OMol25 dataset; level of theory: ωB97M-V/def2-TZVPD.

Each atom is followed by the atoms it is bonded to, with distances in Å.
Geometry (Å):
1 C 3.895 3.217 2.149  C2 1.618, H31 1.154, H32 1.143, H33 1.144
2 C 3.023 3.754 0.897  C1 1.618, B3 1.650, H34 1.152, H35 1.162
3 B 2.079 2.578 0.228  C2 1.650, O4 1.436, C5 1.632
4 O 2.263 2.295 -1.168  B3 1.436, H36 0.987
5 C 1.011 1.858 1.229  B3 1.632, N6 1.501, C26 1.604, H37 1.161
6 N -0.282 2.619 1.192  C5 1.501, C7 1.460, H38 1.044
7 C -1.411 1.904 1.782  N6 1.460, N8 1.357, N14 1.458
8 N -2.567 2.610 1.856  C7 1.357, C9 1.510, H39 1.035
9 C -2.699 4.016 1.323  N8 1.510, C10 1.613, H40 1.155, H41 1.148
10 C -2.657 4.092 -0.287  C9 1.613, O11 1.457, H42 1.154, H43 1.161
11 O -3.743 4.873 -0.863  C10 1.457, C12 1.453
12 C -3.237 5.269 -2.167  O11 1.453, O13 1.262, H44 1.158
13 O -2.733 6.416 -2.315  C12 1.262
14 N -1.442 0.561 2.348  C7 1.458, C15 1.507, C25 1.501
15 C -2.550 -0.298 1.796  N14 1.507, C16 1.633, H45 1.147, H46 1.141
16 C -2.924 -1.422 2.921  C15 1.633, C17 1.618, H47 1.156, H48 1.143
17 C -4.287 -2.229 2.589  C16 1.618, C18 1.627, H49 1.148, H50 1.154
18 C -4.054 -3.644 1.820  C17 1.627, C19 1.600, H51 1.143, H52 1.157
19 C -3.035 -3.422 0.607  C18 1.600, C20 1.610, H53 1.160, H54 1.160
20 C -2.931 -4.653 -0.424  C19 1.610, C21 1.604, H55 1.155, H56 1.157
21 C -1.464 -4.625 -1.072  C20 1.604, C22 1.599, H57 1.159, H58 1.150
22 C -1.058 -3.220 -1.717  C21 1.599, O23 1.459, H59 1.153, H60 1.156
23 O -1.780 -2.901 -2.944  C22 1.459, C24 1.469
24 C -1.371 -1.526 -3.260  O23 1.469, H61 1.155, H62 1.152, H63 1.151
25 C -0.172 -0.214 2.147  N14 1.501, C26 1.625, H64 1.153, H65 1.159
26 C 0.657 0.337 0.862  C5 1.604, C25 1.625, C27 1.601, H66 1.162
27 C 1.914 -0.570 0.465  C26 1.601, F28 1.465, C29 1.604, H67 1.161
28 F 1.478 -1.958 0.297  C27 1.465
29 C 3.131 -0.554 1.510  C27 1.604, C30 1.638, H68 1.153, H69 1.148
30 C 4.480 -0.256 0.631  C29 1.638, H70 1.152, H71 1.153, H72 1.142
31 H 3.260 2.701 2.963  C1 1.154
32 H 4.691 2.469 1.811  C1 1.143
33 H 4.417 4.097 2.660  C1 1.144
34 H 3.699 4.260 0.114  C2 1.152
35 H 2.291 4.564 1.295  C2 1.162
36 H 1.430 1.965 -1.582  O4 0.987
37 H 1.357 1.844 2.337  C5 1.161
38 H -0.078 3.509 1.698  N6 1.044
39 H -3.428 2.224 2.281  N8 1.035
40 H -3.735 4.421 1.633  C9 1.155
41 H -1.928 4.693 1.840  C9 1.148
42 H -2.549 3.061 -0.796  C10 1.154
43 H -1.678 4.658 -0.551  C10 1.161
44 H -3.272 4.549 -3.074  C12 1.158
45 H -2.173 -0.771 0.822  C15 1.147
46 H -3.527 0.247 1.571  C15 1.141
47 H -2.040 -2.164 2.991  C16 1.156
48 H -3.045 -0.971 3.965  C16 1.143
49 H -4.914 -1.568 1.890  C17 1.148
50 H -4.841 -2.430 3.581  C17 1.154
51 H -3.671 -4.423 2.563  C18 1.143
52 H -5.096 -3.936 1.409  C18 1.157
53 H -3.378 -2.501 -0.008  C19 1.160
54 H -1.957 -3.167 0.951  C19 1.160
55 H -3.082 -5.631 0.173  C20 1.155
56 H -3.715 -4.537 -1.267  C20 1.157
57 H -0.692 -4.857 -0.240  C21 1.159
58 H -1.376 -5.491 -1.824  C21 1.150
59 H -1.149 -2.322 -1.000  C22 1.153
60 H 0.062 -3.285 -1.997  C22 1.156
61 H -0.374 -1.246 -2.747  C24 1.155
62 H -2.159 -0.808 -2.824  C24 1.152
63 H -1.209 -1.371 -4.389  C24 1.151
64 H -0.335 -1.335 1.934  C25 1.153
65 H 0.564 -0.135 3.039  C25 1.159
66 H -0.041 0.358 -0.066  C26 1.162
67 H 2.281 -0.247 -0.588  C27 1.161
68 H 3.071 0.311 2.270  C29 1.153
69 H 3.267 -1.556 2.054  C29 1.148
70 H 4.350 -0.815 -0.368  C30 1.152
71 H 4.567 0.863 0.370  C30 1.153
72 H 5.416 -0.677 1.134  C30 1.142
73 C 4.727 -0.372 -4.523  C74 1.498, O78 1.422, H79 1.091, H80 1.094
74 C 4.982 -1.660 -3.802  C73 1.498, O75 1.422, H81 1.094, H82 1.091
75 O 4.056 -1.612 -2.724  C74 1.422, C76 1.359
76 C 3.051 -0.778 -3.098  O75 1.359, O77 1.204, O78 1.358
77 O 2.021 -0.643 -2.490  C76 1.204
78 O 3.355 -0.118 -4.246  C73 1.422, C76 1.358
79 H 4.897 -0.455 -5.597  C73 1.091
80 H 5.326 0.454 -4.130  C73 1.094
81 H 4.762 -2.536 -4.418  C74 1.094
82 H 6.006 -1.735 -3.432  C74 1.091

The calculation puts the HOMO energy at -11.558 eV. For the orbital gap, the calculation gives 8.47 eV. The net charge is +1. The total energy comes out at -1757.3648 Ha. For the energy above the lowest of the compared OMol25 structures with the same formula, charge and spin, the calculation gives 0.000 eV.

---

Record 2
4 unconnected molecules or ions with the total composition C24H46ClN4O4 at a distorted geometry. Source: the OMol25 dataset; level of theory: ωB97M-V/def2-TZVPD.

Each atom is followed by the atoms it is bonded to, with distances in Å.
Geometry (Å):
1 C -0.329 0.838 3.630  N2 1.455, H15 1.077, H16 1.082, H17 1.101
2 N 1.120 0.942 3.556  C1 1.455, C3 1.332, C7 1.341
3 C 1.778 0.634 4.672  N2 1.332, C4 1.377, H18 1.070
4 C 3.153 0.548 4.685  C3 1.377, C5 1.416, H19 1.125
5 C 3.825 0.716 3.450  C4 1.416, C6 1.367, C8 1.505
6 C 3.111 1.037 2.329  C5 1.367, C7 1.403, H20 1.085
7 C 1.724 1.232 2.394  N2 1.341, C6 1.403, H21 1.071
8 C 5.328 0.695 3.373  C5 1.505, C9 1.388, C13 1.394
9 C 6.120 0.110 4.352  C8 1.388, C10 1.360, H22 1.106
10 C 7.475 0.024 4.285  C9 1.360, N11 1.379, H23 1.050
11 N 8.104 0.597 3.200  C10 1.379, C12 1.346, C14 1.520
12 C 7.381 1.223 2.254  N11 1.346, C13 1.359, H24 1.087
13 C 6.023 1.238 2.294  C8 1.394, C12 1.359, H25 1.083
14 C 9.612 0.653 3.013  N11 1.520, H26 1.080, H27 1.123, H28 1.085
15 H -0.770 0.890 2.649  C1 1.077
16 H -0.734 1.642 4.231  C1 1.082
17 H -0.596 -0.203 3.869  C1 1.101
18 H 1.227 0.370 5.550  C3 1.070
19 H 3.566 0.301 5.701  C4 1.125
20 H 3.559 1.095 1.343  C6 1.085
21 H 1.107 1.499 1.560  C7 1.071
22 H 5.724 -0.280 5.308  C9 1.106
23 H 8.055 -0.327 5.088  C10 1.050
24 H 7.934 1.725 1.463  C12 1.087
25 H 5.430 1.748 1.545  C13 1.083
26 H 9.774 1.418 2.269  C14 1.080
27 H 10.006 -0.319 2.611  C14 1.123
28 H 10.065 0.974 3.945  C14 1.085
29 C 0.205 4.418 -3.287  O30 1.451, H40 1.071, H41 1.105, H42 1.080
30 O -0.903 3.615 -2.805  C29 1.451, C31 1.430
31 C -2.022 4.407 -2.397  O30 1.430, C32 1.520, H43 1.139, H44 1.113
32 C -3.073 3.439 -1.878  C31 1.520, N33 1.548, H45 1.114, H46 1.088
33 N -2.811 2.060 -2.529  C32 1.548, H34 1.050, H35 1.013, C36 1.455
34 H -1.775 1.891 -2.496  N33 1.050
35 H -3.152 1.313 -1.936  N33 1.013
36 C -3.241 1.959 -3.915  N33 1.455, C37 1.586, H47 1.122, H48 1.067
37 C -2.947 0.481 -4.409  C36 1.586, O38 1.408, H49 1.091, H50 1.085
38 O -1.756 -0.074 -3.904  C37 1.408, C39 1.457
39 C -0.548 0.420 -4.553  O38 1.457, H51 1.120, H52 1.096, H53 1.051
40 H -0.183 5.111 -4.005  C29 1.071
41 H 0.912 3.701 -3.741  C29 1.105
42 H 0.605 4.911 -2.414  C29 1.080
43 H -2.376 5.054 -3.265  C31 1.139
44 H -1.704 4.982 -1.499  C31 1.113
45 H -4.114 3.822 -1.991  C32 1.114
46 H -3.054 3.238 -0.809  C32 1.088
47 H -2.507 2.575 -4.499  C36 1.122
48 H -4.263 2.213 -4.087  C36 1.067
49 H -2.982 0.417 -5.497  C37 1.091
50 H -3.765 -0.059 -3.946  C37 1.085
51 H -0.652 0.151 -5.635  C39 1.120
52 H 0.245 -0.145 -4.050  C39 1.096
53 H -0.448 1.460 -4.440  C39 1.051
54 C -2.278 -4.904 1.647  O55 1.445, H65 1.103, H66 1.095, H67 1.102
55 O -1.807 -3.539 1.599  C54 1.445, C56 1.411
56 C -0.887 -3.292 0.558  O55 1.411, C57 1.580, H68 1.086, H69 1.096
57 C -1.750 -3.006 -0.734  C56 1.580, N58 1.485, H70 1.085, H71 1.098
58 N -2.855 -2.072 -0.397  C57 1.485, H59 1.030, H60 1.124, C61 1.497
59 H -3.495 -2.636 0.179  N58 1.030
60 H -2.374 -1.201 0.126  N58 1.124
61 C -3.622 -1.589 -1.589  N58 1.497, C62 1.519, H72 1.086, H73 1.088
62 C -4.851 -2.463 -1.767  C61 1.519, O63 1.424, H74 1.108, H75 1.069
63 O -4.530 -3.796 -1.385  C62 1.424, C64 1.452
64 C -5.681 -4.668 -1.237  O63 1.452, H76 1.031, H77 1.117, H78 1.124
65 H -2.879 -5.057 2.559  C54 1.103
66 H -1.434 -5.602 1.614  C54 1.095
67 H -2.919 -5.186 0.796  C54 1.102
68 H -0.183 -4.101 0.387  C56 1.086
69 H -0.388 -2.346 0.800  C56 1.096
70 H -2.086 -3.965 -1.117  C57 1.085
71 H -1.045 -2.480 -1.391  C57 1.098
72 H -2.924 -1.623 -2.420  C61 1.086
73 H -3.980 -0.583 -1.383  C61 1.088
74 H -5.090 -2.295 -2.836  C62 1.108
75 H -5.735 -2.164 -1.245  C62 1.069
76 H -6.403 -4.433 -1.934  C64 1.031
77 H -6.176 -4.515 -0.247  C64 1.117
78 H -5.284 -5.720 -1.245  C64 1.124
79 Cl -1.809 0.856 0.028  no bonds

The calculation puts the HOMO energy at -15.910 eV. For the orbital gap, the calculation gives 6.59 eV. The net charge is +3. The total energy comes out at -1921.2857 Ha. For the energy above the lowest of the compared OMol25 structures with the same formula, charge and spin, the calculation gives 0.451 eV.

---

Record 3
8 unconnected molecules or ions with the total composition C24H46FNO15S3 at a distorted geometry. Source: the OMol25 dataset; level of theory: ωB97M-V/def2-TZVPD.

Each atom is followed by the atoms it is bonded to, with distances in Å.
Geometry (Å):
1 N 0.297 -0.279 -0.189  H2 0.876, H3 0.986, H4 1.015, H5 1.087
2 H 0.926 0.330 -0.198  N1 0.876
3 H 0.450 -1.199 0.133  N1 0.986
4 H 0.112 -0.317 -1.187  N1 1.015
5 H -0.523 0.160 0.374  N1 1.087
6 F 1.148 -1.775 -2.322  no bonds
7 C -5.914 3.213 0.179  C8 1.552, H14 1.070, H15 1.054, H16 1.128
8 C -4.609 3.224 -0.662  C7 1.552, C9 1.554, O13 1.330, H17 1.123
9 C -3.313 3.764 0.004  C8 1.554, O10 1.449, H18 1.025, H19 0.972
10 O -2.368 2.665 -0.001  C9 1.449, C11 1.386
11 C -3.081 1.669 -0.648  O10 1.386, O12 1.294, O13 1.258
12 O -2.564 0.489 -0.771  C11 1.294
13 O -4.257 1.979 -0.972  C8 1.330, C11 1.258
14 H -6.697 2.900 -0.480  C7 1.070
15 H -6.084 4.170 0.584  C7 1.054
16 H -5.712 2.492 1.022  C7 1.128
17 H -4.817 3.703 -1.655  C8 1.123
18 H -3.627 4.236 0.858  C9 1.025
19 H -3.040 4.538 -0.517  C9 0.972
20 C 6.183 2.559 -1.088  C21 1.503, H27 1.132, H28 0.902, H29 1.103
21 C 5.020 2.864 -0.186  C20 1.503, C22 1.510, O26 1.449, H30 1.068
22 C 3.655 2.941 -0.826  C21 1.510, O23 1.421, H31 1.060, H32 1.122
23 O 3.047 1.729 -0.403  C22 1.421, C24 1.262
24 C 3.728 1.081 0.439  O23 1.262, O25 1.159, O26 1.313
25 O 3.548 0.022 0.876  C24 1.159
26 O 4.863 1.702 0.666  C21 1.449, C24 1.313
27 H 5.961 3.382 -1.833  C20 1.132
28 H 6.038 1.769 -1.496  C20 0.902
29 H 7.236 2.622 -0.764  C20 1.103
30 H 5.282 3.596 0.546  C21 1.068
31 H 3.391 2.823 -1.846  C22 1.060
32 H 3.107 3.837 -0.431  C22 1.122
33 C 2.671 -1.547 3.865  C34 1.564, H40 1.023, H41 1.068, H42 1.038
34 C 1.172 -1.139 3.683  C33 1.564, C35 1.508, O39 1.353, H43 1.182
35 C 0.639 -0.461 4.920  C34 1.508, O36 1.311, H44 1.020, H45 1.194
36 O 0.170 0.670 4.451  C35 1.311, C37 1.271
37 C 0.400 0.912 3.225  O36 1.271, O38 1.278, O39 1.355
38 O 0.181 1.993 2.579  C37 1.278
39 O 1.108 -0.148 2.763  C34 1.353, C37 1.355
40 H 2.802 -2.007 2.960  C33 1.023
41 H 3.167 -2.259 4.487  C33 1.068
42 H 3.321 -0.739 3.834  C33 1.038
43 H 0.383 -1.941 3.320  C34 1.182
44 H 1.376 -0.386 5.622  C35 1.020
45 H -0.191 -1.119 5.470  C35 1.194
46 C 0.838 3.254 -5.418  C47 1.480, C52 1.525, H53 1.122, H54 0.940
47 C 0.775 1.781 -5.547  C46 1.480, C48 1.462, H55 1.158, H56 1.211
48 C 0.007 1.144 -4.477  C47 1.462, S49 1.815, H57 1.046, H58 1.076
49 S -0.254 2.493 -3.290  C48 1.815, O50 1.411, O51 1.470, C52 1.771
50 O 0.169 2.133 -1.993  S49 1.411
51 O -1.630 2.984 -3.456  S49 1.470
52 C 0.800 3.741 -3.974  C46 1.525, S49 1.771, H59 0.965, H60 1.120
53 H 0.016 3.746 -6.001  C46 1.122
54 H 1.708 3.520 -5.657  C46 0.940
55 H 1.899 1.506 -5.581  C47 1.158
56 H 0.463 1.333 -6.628  C47 1.211
57 H 0.383 0.314 -3.964  C48 1.046
58 H -0.880 0.683 -4.875  C48 1.076
59 H 1.645 3.534 -3.556  C52 0.965
60 H 0.413 4.781 -3.826  C52 1.120
61 C 2.759 -5.416 -1.381  C62 1.554, C67 1.529, H68 1.099, H69 1.125
62 C 3.616 -4.342 -0.654  C61 1.554, C63 1.512, H70 1.112, H71 1.170
63 C 2.817 -3.757 0.488  C62 1.512, S64 1.752, H72 0.961, H73 1.049
64 S 1.229 -4.498 0.482  C63 1.752, O65 1.436, O66 1.465, C67 1.739
65 O 0.281 -3.471 0.810  S64 1.436
66 O 1.408 -5.649 1.370  S64 1.465
67 C 1.315 -4.948 -1.195  C61 1.529, S64 1.739, H74 1.139, H75 1.090
68 H 2.837 -6.424 -0.952  C61 1.099
69 H 3.182 -5.553 -2.414  C61 1.125
70 H 3.553 -3.677 -1.543  C62 1.112
71 H 4.749 -4.622 -0.571  C62 1.170
72 H 2.804 -2.884 0.088  C63 0.961
73 H 3.212 -3.731 1.459  C63 1.049
74 H 0.966 -4.076 -1.841  C67 1.139
75 H 0.516 -5.682 -1.297  C67 1.090
76 C -5.647 -1.216 2.627  C77 1.605, C82 1.478, H83 1.042, H84 0.936
77 C -5.286 -2.757 2.897  C76 1.605, C78 1.606, H85 1.235, H86 0.987
78 C -3.689 -2.926 2.900  C77 1.606, S79 1.782, H87 1.053, H88 1.109
79 S -3.006 -1.433 2.208  C78 1.782, O80 1.493, O81 1.427, C82 1.762
80 O -2.229 -1.792 0.984  S79 1.493
81 O -2.280 -0.824 3.274  S79 1.427
82 C -4.536 -0.639 1.843  C76 1.478, S79 1.762, H89 0.964, H90 1.081
83 H -5.673 -0.669 3.514  C76 1.042
84 H -6.390 -1.080 2.074  C76 0.936
85 H -5.749 -3.062 1.793  C77 1.235
86 H -5.738 -3.147 3.682  C77 0.987
87 H -3.516 -3.772 2.297  C78 1.053
88 H -3.209 -3.263 3.841  C78 1.109
89 H -4.725 -0.746 0.904  C82 0.964
90 H -4.508 0.390 2.173  C82 1.081

The calculation puts the HOMO energy at -7.792 eV. For the orbital gap, the calculation gives 8.15 eV. The total energy comes out at -3419.4419 Ha. For the energy above the lowest of the compared OMol25 structures with the same formula, charge and spin, the calculation gives 3.105 eV.

---

Q: Which value of HOMO energy does entry 3 give?
A: -7.792 eV

---

Q: Among the records above, which one has the lowest HOMO energy?
A: C24H46ClN4O4